# C32H34KN10O3S2

A structure of composition C32H34KN10O3S2 at a distorted geometry (ωB97M-V/def2-TZVPD, OMol25).

Values from the calculation:
2S+1 ... 2
Charge ... -2
Largest force on an atom ... 1.75 eV Å⁻¹
⟨S²⟩ ... 0.773
Electronic energy ... -92778.588 eV
ΔE to the lowest compared entry with this formula, charge and spin ... 0.7884 eV

CARTESIAN COORDINATES (ANGSTROEM)
K  0.56491  -0.96676  0.67793
N  1.83573  1.47020  3.06941
C  1.61182  1.48364  4.51267
C  0.28469  0.80301  4.82751
C  -0.91219  1.53352  4.21866
C  -2.10250  0.60073  3.98859
N  -1.76092  -0.41437  3.00122
H  1.59255  0.54795  2.72314
H  2.81515  1.60180  2.84705
H  1.59208  2.52607  4.85480
H  2.40234  0.96578  5.07503
H  0.16710  0.70460  5.91119
H  0.33671  -0.20798  4.40889
H  -0.61024  1.92520  3.24556
H  -1.21469  2.37315  4.85628
H  -2.93883  1.19792  3.61551
H  -2.41606  0.17099  4.95323
H  -2.54111  -0.65118  2.40387
H  -1.40766  -1.27181  3.41387
O  1.78508  -1.91335  2.47418
N  1.82924  -3.07522  1.89647
C  2.88255  -3.39020  1.11657
C  2.96925  -4.56834  0.41637
C  1.91192  -5.47235  0.50213
C  0.85400  -5.17804  1.33061
C  0.80705  -3.99280  2.09412
S  -0.39581  -3.69152  3.24474
H  3.64629  -2.62636  1.07183
H  3.84149  -4.76016  -0.19312
H  1.92365  -6.39159  -0.07157
H  0.01806  -5.85217  1.44276
S  -5.29342  0.56217  -5.12661
N  -5.05183  1.53597  -3.79679
C  -4.19054  0.87802  -3.01071
C  -3.68787  1.34854  -1.75541
C  -4.09224  2.56568  -1.18973
C  -3.54641  2.97940  -0.00160
C  -2.57437  2.16254  0.60016
N  -2.19153  1.00618  0.11653
C  -2.74073  0.56537  -1.03470
C  -2.36709  -0.73489  -1.52061
N  -1.57458  -1.50967  -0.74618
C  -1.25362  -2.70888  -1.16264
C  -1.65415  -3.23871  -2.39993
C  -2.46471  -2.47412  -3.20011
C  -2.86965  -1.20170  -2.76791
C  -3.76970  -0.38264  -3.52250
N  -4.30221  -0.70929  -4.70608
H  -4.82168  3.16317  -1.72349
H  -3.82632  3.92286  0.44803
H  -2.09185  2.47906  1.52201
H  -0.64015  -3.30618  -0.49408
H  -1.33503  -4.22909  -2.69861
H  -2.81801  -2.82650  -4.16168
N  1.13347  2.21951  -0.23390
C  0.36298  3.22162  -0.73472
C  -0.31208  3.08166  -1.95886
C  -1.06654  4.11588  -2.47620
C  -1.17633  5.32685  -1.80006
C  -0.51622  5.47781  -0.58821
C  0.24678  4.44919  -0.06233
H  1.72180  2.37278  0.56720
H  1.36624  1.41093  -0.78774
H  -0.23596  2.14043  -2.49333
H  -1.58772  3.97364  -3.41564
H  -1.79217  6.12449  -2.19792
H  -0.58448  6.41569  -0.04744
H  0.76951  4.57916  0.87939
C  3.16363  -2.95338  -3.21870
N  3.48981  -1.79584  -2.41405
C  4.60715  -1.04545  -2.63058
C  4.88774  0.03661  -1.88716
C  3.94374  0.44324  -0.83760
O  4.17835  1.41156  -0.10670
N  2.80865  -0.30587  -0.70238
C  2.56428  -1.40014  -1.41718
O  1.56629  -2.11472  -1.26589
H  3.96117  -3.12198  -3.94171
H  2.22000  -2.80145  -3.74531
H  3.04633  -3.83518  -2.58754
H  5.24446  -1.38370  -3.43980
H  5.77515  0.62897  -2.05251

Force components x, y, z for each atom (eV/Å):
-1.23 1.22 0.22
0.07 0.04 -0.05
-0.02 -0.07 0.13
-0.01 0.13 -0.15
-0.06 -0.20 0.03
0.14 0.13 0.01
0.01 -0.08 0.10
0.16 -0.09 0.00
0.02 -0.01 -0.06
0.01 -0.02 0.03
0.02 0.04 -0.04
-0.02 -0.04 0.01
0.02 -0.03 0.07
-0.04 0.08 0.01
0.05 0.03 -0.01
-0.03 -0.07 -0.02
-0.05 0.02 -0.02
0.09 0.03 -0.07
0.03 -0.02 -0.09
0.73 -0.16 0.93
-0.03 -0.62 0.02
0.37 -0.07 -0.21
0.03 0.03 0.10
-0.12 0.01 0.07
0.32 0.01 -0.24
-0.12 0.02 0.30
-0.30 0.02 0.06
-0.10 0.09 0.05
0.00 0.06 -0.02
-0.01 -0.01 0.02
-0.01 -0.01 0.03
0.03 -0.01 0.05
-0.19 0.26 -0.03
0.16 -0.42 -0.17
0.26 -0.34 0.10
-0.01 0.21 0.05
0.00 -0.09 -0.20
0.03 0.09 0.14
0.02 -0.18 -0.05
-0.32 0.60 0.07
0.02 -0.52 -0.36
-0.40 0.00 -0.21
-0.02 -0.24 -0.02
-0.18 0.11 -0.08
0.09 -0.16 -0.01
0.10 0.25 0.35
-0.12 0.41 0.16
-0.02 -0.21 -0.23
0.00 -0.01 0.00
0.02 0.02 0.03
0.01 0.00 -0.03
0.04 -0.01 -0.05
0.02 0.00 0.02
-0.02 0.01 0.01
-0.26 -0.15 0.08
0.18 0.24 -0.16
0.04 -0.13 0.00
-0.02 0.03 0.06
-0.15 0.07 -0.02
0.05 -0.06 -0.04
0.00 -0.03 0.10
0.02 -0.01 -0.01
0.12 0.08 0.00
-0.04 0.00 0.02
-0.01 -0.04 0.02
0.04 0.00 -0.01
-0.02 -0.01 0.02
-0.02 -0.01 0.00
-0.11 -0.05 0.03
-0.12 0.07 0.11
0.08 0.07 0.03
-0.06 0.01 -0.08
0.16 -0.11 0.13
-0.03 -0.09 -0.11
0.07 0.43 0.26
0.38 -0.21 -0.54
0.19 -0.32 -0.62
0.03 0.02 0.01
0.02 -0.01 0.01
0.00 0.01 -0.01
0.03 -0.01 0.03
0.01 -0.02 -0.03